# C16H13N5OS

The molecule C16H13N5OS at a distorted geometry (ωB97M-V with the def2-TZVPD basis set, OMol25).

CARTESIAN COORDINATES (ANGSTROEM)
C: 0.2444 -0.2710 -4.2886
C: 0.1792 -0.2752 -2.7825
N: 0.3425 0.9156 -2.0630
C: 0.1165 0.6263 -0.7918
C: 0.0723 1.6004 0.2773
C: -0.6382 2.7649 0.0631
C: -0.7973 3.7198 1.0378
C: -0.1600 3.5675 2.2644
C: 0.5747 2.3838 2.5404
C: 1.2162 2.2204 3.8577
N: 1.7531 1.0741 4.3068
O: 1.3291 3.1458 4.6551
C: 0.6853 1.4214 1.5250
N: -0.1953 -0.7291 -0.6779
C: -0.0743 -1.3134 -1.9202
C: -0.2854 -2.7801 -2.0813
C: -0.0943 -3.4750 -3.3840
N: -0.5878 -3.5592 -1.0313
C: -0.7586 -2.9178 0.2202
S: -1.2461 -3.6279 1.7508
C: -1.2899 -2.0458 2.4385
N: -0.8828 -1.0694 1.6801
C: -0.5810 -1.5352 0.4030
H: -0.5754 0.3371 -4.7398
H: 1.1569 0.2485 -4.6263
H: 0.2751 -1.2607 -4.7215
H: -1.1111 2.9388 -0.8839
H: -1.3628 4.5901 0.7567
H: -0.2585 4.3156 3.0358
H: 1.4092 0.2424 3.8336
H: 1.8827 1.0735 5.3349
H: 1.3078 0.5472 1.6555
H: -0.1442 -4.5643 -3.2322
H: 0.8762 -3.2206 -3.8119
H: -0.8354 -3.2102 -4.1121
H: -1.5431 -1.8783 3.5116

For the total energy, the calculation gives -1364.7531 a.u. For the LUMO energy, the calculation gives -0.1 eV. The value obtained for the orbital gap is 7.93 eV. For the relative energy (zero: lowest compared OMol25 entry of this formula, charge and spin), the calculation gives 0.0 kcal per mole. The calculation puts the largest force on an atom at 2.9 eV/A. As for the multiplicity: 1. The HOMO energy comes out at -0.29465 Eh.

Which charges does Löwdin predict for the atoms? In e, they are: -0.032 -0.242 0.181 -0.220 -0.155 -0.028 -0.057 0.012 -0.116 -0.520 0.152 0.033 0.020 0.104 -0.095 -0.215 -0.040 0.093 -0.478 1.045 -0.477 0.047 -0.248 0.093 0.083 0.044 0.114 0.105 0.115 0.089 0.135 0.114 0.090 0.086 0.077 0.092

***

# C18H24N2O4RbS2

A structure of composition C18H24N2O4RbS2 at a distorted geometry (ωB97M-V with the def2-TZVPD basis set, OMol25).

CARTESIAN COORDINATES (ANGSTROEM)
Rb: 0.3298 -0.8907 -0.2515
C: -4.8525 -0.6252 0.9843
C: -3.7671 -1.6039 1.4246
C: -3.2838 -2.3979 0.2091
C: -2.5962 -0.9247 2.0867
C: -2.2760 0.4071 1.8490
C: -1.2265 1.0170 2.5157
C: -0.4551 0.3098 3.4285
C: 0.6079 0.9758 4.2542
C: -0.7383 -1.0376 3.6281
C: -1.7936 -1.6425 2.9717
H: -5.7192 -1.1753 0.6232
H: -4.4851 -0.0166 0.1628
H: -5.1654 0.0140 1.8102
H: -4.2061 -2.3087 2.1474
H: -2.8037 -1.7433 -0.5159
H: -4.1357 -2.8549 -0.2902
H: -2.5836 -3.1834 0.4986
H: -2.8621 0.9879 1.1557
H: -1.0293 2.0697 2.3416
H: 0.7388 2.0147 3.9624
H: 1.5593 0.4589 4.1444
H: 0.3312 0.9408 5.3097
H: -0.1397 -1.6089 4.3275
H: -2.0341 -2.6770 3.1917
C: 3.8907 0.9356 1.4879
C: 3.4454 -0.0222 0.3923
O: 2.7804 -1.0159 0.6450
N: 3.9421 0.2666 -0.8200
C: 3.5456 -0.4005 -2.0505
C: 2.7074 0.5383 -2.8889
C: 3.1891 1.0616 -4.0700
C: 2.3872 2.0034 -4.7421
C: 1.1554 2.2996 -4.2396
C: 0.7030 1.6335 -3.0743
N: 1.5466 0.8871 -2.3357
H: 3.2206 0.8348 2.3364
H: 3.8892 1.9657 1.1448
H: 4.9002 0.6712 1.8012
H: 4.3562 1.1765 -0.9664
H: 2.9555 -1.2781 -1.7795
H: 4.4486 -0.7106 -2.5872
H: 4.1573 0.7807 -4.4635
H: 2.7627 2.4867 -5.6346
H: 0.4879 2.9832 -4.7382
H: -0.1874 1.9683 -2.5630
O: -2.9824 -1.1635 -2.7232
S: -1.6001 -0.7687 -2.4687
O: -1.5121 0.2326 -1.3738
O: -0.7448 -1.9253 -2.1084
S: -0.8581 0.0542 -4.1494

The total charge is -1. For the total energy, the calculation gives -1931.3472 a.u. For the LUMO energy, the calculation gives 2.0 eV. The value obtained for the orbital gap is 5.21 eV. For the relative energy (zero: lowest compared OMol25 entry of this formula, charge and spin), the calculation gives 38.9 kcal per mole. The calculation puts the largest force on an atom at 2.6 eV/A. As for the multiplicity: 1. The HOMO energy comes out at -0.11816 Eh.

Which charges does Löwdin predict for the atoms? In e, they are: 1.111 -0.070 -0.376 -0.052 -0.211 -0.039 -0.047 -0.296 -0.055 -0.054 -0.036 0.077 0.083 0.078 0.132 0.028 0.087 0.084 0.112 0.114 0.073 0.066 0.079 0.111 0.116 0.015 -0.571 -0.129 0.071 -0.110 -0.317 -0.060 -0.099 -0.141 -0.345 0.031 0.065 0.078 0.085 0.145 0.117 0.119 0.090 0.095 0.098 0.072 -0.437 -0.041 -0.652 -0.677 0.383

***

# C11H12OS2

The molecule C11H12OS2 at a distorted geometry (ωB97M-V with the def2-TZVPD basis set, OMol25).

CARTESIAN COORDINATES (ANGSTROEM)
C: -2.0280 0.8432 -0.6737
C: -1.4201 -0.4829 -0.4810
O: -0.5995 -0.9172 -1.5541
C: 0.0462 -0.6337 -0.2770
C: 0.9385 0.6261 -0.2833
C: 1.0243 1.2518 0.9331
C: 1.7508 2.4160 1.0355
C: 2.3824 2.9247 -0.0873
C: 2.2182 2.2880 -1.3442
C: 1.6453 1.0682 -1.4123
S: 0.7689 -1.9010 0.7784
C: -0.5102 -2.9611 1.4389
C: -1.6560 -3.1510 0.4437
S: -2.6779 -1.6342 0.2156
H: -1.9145 1.4709 0.1366
H: -3.1747 0.7851 -0.5981
H: -1.5259 1.3461 -1.4853
H: 0.5063 0.9142 1.7106
H: 1.7155 2.7572 2.0803
H: 2.9308 3.7694 -0.0858
H: 2.6083 2.6104 -2.2955
H: 1.4634 0.4490 -2.2528
H: -0.8801 -2.4945 2.2978
H: -0.0055 -4.0531 1.4992
H: -1.1207 -3.4085 -0.4117
H: -2.4855 -3.8831 0.6725

For the total energy, the calculation gives -1297.8789 a.u. For the LUMO energy, the calculation gives 0.7 eV. The value obtained for the orbital gap is 9.28 eV. For the relative energy (zero: lowest compared OMol25 entry of this formula, charge and spin), the calculation gives 71.0 kcal per mole. The calculation puts the largest force on an atom at 4.1 eV/A. As for the multiplicity: 1. The HOMO energy comes out at -0.31677 Eh.

Which charges does Löwdin predict for the atoms? In e, they are: -0.070 -0.725 -0.024 -0.586 -0.214 -0.072 -0.057 -0.050 -0.064 -0.027 0.978 -0.538 -0.521 0.945 0.052 0.101 0.102 0.073 0.118 0.061 0.106 0.113 0.035 0.135 0.041 0.088

***

> Look up the multiplicity of the second one.

1

***

> Which formula does entry 3 have?

C11H12OS2

***

Copy entry 2 word for word.
# C18H24N2O4RbS2

A structure of composition C18H24N2O4RbS2 at a distorted geometry (ωB97M-V with the def2-TZVPD basis set, OMol25).

CARTESIAN COORDINATES (ANGSTROEM)
Rb: 0.3298 -0.8907 -0.2515
C: -4.8525 -0.6252 0.9843
C: -3.7671 -1.6039 1.4246
C: -3.2838 -2.3979 0.2091
C: -2.5962 -0.9247 2.0867
C: -2.2760 0.4071 1.8490
C: -1.2265 1.0170 2.5157
C: -0.4551 0.3098 3.4285
C: 0.6079 0.9758 4.2542
C: -0.7383 -1.0376 3.6281
C: -1.7936 -1.6425 2.9717
H: -5.7192 -1.1753 0.6232
H: -4.4851 -0.0166 0.1628
H: -5.1654 0.0140 1.8102
H: -4.2061 -2.3087 2.1474
H: -2.8037 -1.7433 -0.5159
H: -4.1357 -2.8549 -0.2902
H: -2.5836 -3.1834 0.4986
H: -2.8621 0.9879 1.1557
H: -1.0293 2.0697 2.3416
H: 0.7388 2.0147 3.9624
H: 1.5593 0.4589 4.1444
H: 0.3312 0.9408 5.3097
H: -0.1397 -1.6089 4.3275
H: -2.0341 -2.6770 3.1917
C: 3.8907 0.9356 1.4879
C: 3.4454 -0.0222 0.3923
O: 2.7804 -1.0159 0.6450
N: 3.9421 0.2666 -0.8200
C: 3.5456 -0.4005 -2.0505
C: 2.7074 0.5383 -2.8889
C: 3.1891 1.0616 -4.0700
C: 2.3872 2.0034 -4.7421
C: 1.1554 2.2996 -4.2396
C: 0.7030 1.6335 -3.0743
N: 1.5466 0.8871 -2.3357
H: 3.2206 0.8348 2.3364
H: 3.8892 1.9657 1.1448
H: 4.9002 0.6712 1.8012
H: 4.3562 1.1765 -0.9664
H: 2.9555 -1.2781 -1.7795
H: 4.4486 -0.7106 -2.5872
H: 4.1573 0.7807 -4.4635
H: 2.7627 2.4867 -5.6346
H: 0.4879 2.9832 -4.7382
H: -0.1874 1.9683 -2.5630
O: -2.9824 -1.1635 -2.7232
S: -1.6001 -0.7687 -2.4687
O: -1.5121 0.2326 -1.3738
O: -0.7448 -1.9253 -2.1084
S: -0.8581 0.0542 -4.1494

The total charge is -1. For the total energy, the calculation gives -1931.3472 a.u. For the LUMO energy, the calculation gives 2.0 eV. The value obtained for the orbital gap is 5.21 eV. For the relative energy (zero: lowest compared OMol25 entry of this formula, charge and spin), the calculation gives 38.9 kcal per mole. The calculation puts the largest force on an atom at 2.6 eV/A. As for the multiplicity: 1. The HOMO energy comes out at -0.11816 Eh.

Which charges does Löwdin predict for the atoms? In e, they are: 1.111 -0.070 -0.376 -0.052 -0.211 -0.039 -0.047 -0.296 -0.055 -0.054 -0.036 0.077 0.083 0.078 0.132 0.028 0.087 0.084 0.112 0.114 0.073 0.066 0.079 0.111 0.116 0.015 -0.571 -0.129 0.071 -0.110 -0.317 -0.060 -0.099 -0.141 -0.345 0.031 0.065 0.078 0.085 0.145 0.117 0.119 0.090 0.095 0.098 0.072 -0.437 -0.041 -0.652 -0.677 0.383